(1)
The following is a quantum chemistry calculation of a cluster of 9 separate species, C42H36BF4O26 in total, from OMol25.

Last column: Löwdin charge in e.
Element x y z (Å)
B: -19.98 -23.11 16.04  -1.280
F: -19.11 -22.18 16.60  0.137
F: -19.45 -24.04 15.17  0.171
F: -20.49 -23.83 17.14  0.116
F: -21.02 -22.39 15.47  0.141
C: -19.38 -19.81 11.67  0.124
C: -20.24 -20.02 12.84  -0.164
C: -20.66 -19.07 13.75  -0.346
O: -21.47 -19.26 14.72  0.080
C: -20.09 -17.70 13.60  0.130
C: -19.08 -17.44 12.46  -0.163
C: -18.66 -18.56 11.65  -0.388
O: -17.92 -18.26 10.71  0.114
O: -18.45 -16.26 12.42  0.082
O: -20.76 -21.30 12.98  0.102
H: -18.99 -20.61 11.04  0.113
H: -20.43 -16.97 14.26  0.091
H: -18.61 -15.87 13.32  0.147
H: -20.90 -21.50 13.87  0.043
C: -13.82 -26.65 15.23  0.127
C: -13.45 -25.43 14.38  -0.201
C: -14.42 -24.49 13.98  -0.384
O: -14.04 -23.44 13.43  0.091
C: -15.79 -24.69 14.32  0.127
C: -16.21 -25.92 15.07  -0.057
C: -15.28 -26.93 15.47  -0.379
O: -15.60 -27.96 16.07  0.092
O: -17.61 -26.18 15.31  0.151
O: -12.19 -25.22 13.99  0.048
H: -13.09 -27.42 15.55  0.116
H: -16.39 -23.86 14.09  0.092
H: -18.04 -25.49 15.41  -0.079
H: -11.93 -24.26 13.69  0.185
C: -23.18 -20.89 19.86  0.046
C: -22.98 -20.67 18.43  -0.091
C: -24.12 -20.26 17.54  -0.436
O: -23.95 -20.11 16.31  0.103
C: -25.23 -19.86 18.07  0.078
C: -25.37 -19.97 19.71  0.038
C: -24.37 -20.56 20.56  -0.397
O: -24.50 -20.80 21.81  0.050
O: -26.61 -19.43 20.36  0.004
O: -21.83 -21.13 17.79  0.085
H: -22.30 -21.28 20.53  0.163
H: -26.17 -19.52 17.63  0.113
H: -27.35 -19.17 19.73  0.126
H: -22.00 -21.13 16.83  0.093
C: -18.40 -23.21 10.32  0.108
C: -19.11 -23.74 11.45  -0.205
C: -20.47 -24.21 11.26  -0.378
O: -21.13 -24.67 12.28  0.067
C: -21.03 -24.37 10.03  0.073
C: -20.20 -23.89 8.79  -0.087
C: -18.81 -23.49 8.87  -0.350
O: -18.09 -23.37 7.90  0.129
O: -20.75 -23.85 7.51  0.085
O: -18.63 -23.61 12.69  0.142
H: -17.53 -22.66 10.70  0.108
H: -22.20 -24.48 9.72  0.173
H: -21.64 -24.05 7.34  0.086
H: -19.17 -24.10 13.13  -0.011
C: -15.52 -18.21 14.34  0.133
C: -15.31 -19.27 13.30  -0.146
C: -16.12 -20.37 13.07  -0.509
O: -15.99 -21.16 12.25  0.167
C: -17.16 -20.58 14.10  0.136
C: -17.40 -19.53 15.18  -0.153
C: -16.72 -18.29 15.28  -0.404
O: -17.04 -17.39 16.00  0.126
O: -18.51 -19.63 16.01  0.007
O: -14.24 -19.13 12.36  -0.001
H: -14.88 -17.32 14.17  0.117
H: -17.73 -21.47 14.00  0.094
H: -19.10 -20.56 15.96  0.181
H: -14.20 -20.03 11.79  0.182
C: -24.94 -24.80 19.80  0.094
C: -23.49 -24.40 19.56  -0.147
C: -22.48 -24.52 20.57  -0.367
O: -21.27 -24.28 20.37  0.088
C: -22.94 -24.76 21.94  0.055
C: -24.30 -24.91 22.27  -0.131
C: -25.40 -24.98 21.14  -0.311
O: -26.64 -25.19 21.34  0.044
O: -24.82 -25.01 23.53  0.159
O: -23.11 -24.11 18.28  0.100
H: -25.68 -24.76 19.00  0.119
H: -22.18 -24.55 22.85  0.170
H: -24.37 -24.95 24.22  -0.015
H: -22.15 -24.09 18.39  0.080
C: -16.96 -24.07 18.85  0.054
C: -15.56 -24.44 18.31  -0.397
O: -15.14 -23.83 17.33  0.061
C: -14.70 -25.42 18.94  -0.004
H: -16.96 -23.67 19.76  0.054
H: -17.55 -24.81 18.75  0.035
H: -17.43 -23.48 18.22  0.022
H: -14.15 -25.14 19.86  0.123
H: -14.02 -25.78 18.41  -0.018
H: -15.27 -26.34 18.88  0.107
C: -16.48 -20.01 19.28  -0.006
C: -17.32 -20.70 20.43  -0.428
O: -16.88 -20.77 21.56  0.035
C: -18.77 -21.07 20.07  -0.017
H: -15.30 -20.23 19.34  0.126
H: -16.26 -18.95 19.14  0.070
H: -16.77 -20.36 18.40  -0.013
H: -19.52 -20.11 20.03  0.148
H: -19.30 -21.69 20.77  0.061
H: -18.74 -21.60 19.18  0.022

Properties
molar mass	1043.53	g mol⁻¹
charge	-1
LUMO	-0.029	Eh
multiplicity	1
ΔE to the lowest compared entry with this formula, charge and spin	87.33	kcal/mol
HOMO level	-6.69	eV
strongest force on any atom	15.40	eV/Å

***

(2)
The following is a quantum chemistry calculation of a structure of composition C42H36F12N7O4S2Ti, from OMol25.

Last column: Löwdin charge in e.
Element x y z (Å)
Ti: -0.03 -0.57 -0.01  1.154
C: -0.79 4.45 -4.59  -0.113
C: -1.86 3.46 -4.12  -0.299
N: -1.71 3.08 -2.73  -0.030
C: -0.74 2.25 -2.26  -0.831
S: 0.28 1.45 -3.34  0.677
N: -0.64 2.35 -0.93  -0.036
N: 0.14 1.62 -0.11  -0.017
C: 0.67 2.37 0.83  -0.256
C: 0.21 3.79 0.95  -0.025
C: 1.78 1.89 1.64  -0.239
C: 2.47 2.71 2.54  -0.013
C: 3.56 2.20 3.22  -0.070
C: 3.97 0.90 2.97  -0.054
C: 3.23 0.16 2.06  -0.107
N: 2.18 0.63 1.42  0.094
H: -0.95 4.72 -5.63  0.064
H: 0.19 3.97 -4.50  0.027
H: -0.80 5.35 -3.97  0.066
H: -1.79 2.55 -4.71  0.081
H: -2.85 3.90 -4.24  0.101
H: -2.12 3.69 -2.04  0.123
H: 0.67 4.42 0.18  0.095
H: 0.42 4.20 1.93  0.063
H: -0.87 3.80 0.78  0.074
H: 2.16 3.73 2.72  0.098
H: 4.08 2.81 3.94  0.104
H: 4.83 0.47 3.47  0.101
H: 3.50 -0.87 1.82  0.126
C: -4.81 -2.48 5.01  -0.059
C: -4.08 -1.81 3.88  -0.281
C: -4.75 -1.23 2.81  -0.041
C: -4.06 -0.63 1.77  -0.008
C: -2.65 -0.58 1.71  -0.205
N: -1.99 -0.06 0.62  -0.010
C: -2.82 0.50 -0.37  -0.251
C: -3.52 1.69 -0.11  -0.036
C: -4.40 2.23 -1.03  -0.052
C: -4.63 1.59 -2.25  -0.276
C: -5.59 2.18 -3.26  -0.053
C: -3.95 0.42 -2.52  0.023
C: -3.03 -0.11 -1.62  -0.054
C: -2.18 -1.35 -1.91  -0.247
O: -0.91 -1.24 -1.40  -0.181
C: -2.89 -2.60 -1.28  -0.517
F: -2.39 -3.76 -1.72  0.172
F: -4.21 -2.61 -1.51  0.155
F: -2.75 -2.61 0.05  0.156
C: -2.08 -1.72 -3.44  -0.538
F: -2.03 -0.68 -4.27  0.131
F: -3.17 -2.43 -3.84  0.132
F: -1.01 -2.48 -3.66  0.179
C: -1.99 -1.18 2.81  -0.081
C: -2.70 -1.76 3.86  0.000
C: -0.48 -1.06 2.92  -0.263
O: 0.15 -0.96 1.70  -0.193
C: -0.25 0.25 3.75  -0.517
F: -0.65 1.31 3.04  0.170
F: 1.03 0.45 4.11  0.164
F: -0.96 0.28 4.89  0.156
C: 0.22 -2.21 3.72  -0.527
F: -0.36 -3.40 3.56  0.161
F: 0.24 -1.99 5.05  0.142
F: 1.49 -2.32 3.33  0.172
H: -5.88 -2.31 4.93  0.068
H: -4.46 -2.10 5.97  0.074
H: -4.63 -3.56 5.00  0.074
H: -5.83 -1.24 2.79  0.108
H: -4.63 -0.22 0.95  0.108
H: -3.35 2.18 0.84  0.125
H: -4.92 3.15 -0.81  0.112
H: -6.62 2.10 -2.92  0.076
H: -5.50 1.66 -4.21  0.075
H: -5.37 3.24 -3.41  0.070
H: -4.15 -0.09 -3.45  0.119
H: -2.16 -2.17 4.70  0.123
C: -2.97 -7.12 1.95  -0.053
C: -1.84 -6.34 1.33  -0.266
C: -1.77 -4.97 1.46  -0.033
C: -0.72 -4.26 0.90  -0.074
C: 0.26 -4.93 0.20  -0.253
C: 0.21 -6.31 0.06  -0.050
C: -0.84 -7.01 0.62  -0.040
S: 1.68 -4.08 -0.47  0.628
O: 2.78 -4.37 0.42  -0.311
O: 1.85 -4.54 -1.83  -0.304
N: 1.28 -2.50 -0.41  -0.118
C: 2.19 -1.66 -0.96  -0.387
C: 3.47 -2.00 -1.48  -0.010
C: 4.28 -1.01 -1.96  -0.061
C: 3.85 0.33 -1.91  -0.072
C: 2.60 0.58 -1.41  -0.199
N: 1.79 -0.38 -0.95  -0.030
H: -3.72 -6.45 2.36  0.071
H: -2.61 -7.76 2.75  0.078
H: -3.45 -7.76 1.21  0.077
H: -2.53 -4.43 2.01  0.114
H: -0.64 -3.19 0.99  0.078
H: 0.99 -6.81 -0.49  0.117
H: -0.88 -8.09 0.52  0.111
H: 3.78 -3.03 -1.48  0.091
H: 5.25 -1.25 -2.37  0.105
H: 4.47 1.14 -2.26  0.098
H: 2.23 1.59 -1.37  0.077

Properties
molar mass	1042.77	g mol⁻¹
charge	-1
LUMO	0.077	Eh
multiplicity	1
ΔE to the lowest compared entry with this formula, charge and spin	50.66	kcal/mol
HOMO level	-4.65	eV
strongest force on any atom	2.09	eV/Å

***

(3)
The following is a quantum chemistry calculation of a structure of composition C42H36IrN6O3PS4, from OMol25.

Last column: Löwdin charge in e.
Element x y z (Å)
Ir: -0.01 0.04 -0.07  1.371
S: 0.39 4.95 3.14  1.054
C: 0.00 6.28 4.16  -0.374
C: -1.35 6.42 4.33  -0.153
C: -2.09 5.45 3.65  -0.099
C: -1.31 4.55 2.94  -0.481
C: -1.73 3.42 2.17  -0.210
C: -0.81 2.56 1.56  -0.084
N: -1.15 1.48 0.85  -0.060
C: -2.49 1.18 0.73  -0.173
C: -3.50 2.00 1.32  -0.151
C: -4.86 1.62 1.13  0.003
C: -5.20 0.53 0.41  0.024
C: -4.21 -0.30 -0.21  -0.109
C: -4.50 -1.41 -0.97  0.066
C: -3.45 -2.14 -1.57  -0.160
C: -2.13 -1.70 -1.35  -0.021
N: -1.83 -0.67 -0.58  -0.083
C: -2.85 0.06 -0.01  -0.183
C: -3.68 -3.30 -2.38  -0.459
C: -2.76 -4.07 -3.07  -0.085
C: -3.34 -5.15 -3.73  -0.154
C: -4.70 -5.22 -3.54  -0.378
S: -5.29 -3.96 -2.57  1.087
C: -3.11 3.13 2.02  0.059
H: 0.78 6.88 4.57  0.076
H: -1.79 7.19 4.94  0.117
H: -3.16 5.40 3.69  0.113
H: 0.25 2.75 1.65  0.096
H: -5.62 2.24 1.58  0.128
H: -6.24 0.27 0.27  0.131
H: -5.52 -1.72 -1.13  0.110
H: -1.31 -2.21 -1.83  0.098
H: -1.70 -3.85 -3.13  0.101
H: -2.79 -5.87 -4.32  0.114
H: -5.38 -5.95 -3.93  0.076
H: -3.85 3.77 2.47  0.130
O: 2.85 -1.98 -2.34  -0.284
S: 1.46 -1.66 -2.47  0.671
O: 0.59 -2.58 -3.13  -0.289
N: 0.88 -1.53 -0.87  -0.301
C: 0.96 -2.67 -0.14  -0.305
C: 1.42 -3.89 -0.63  -0.013
C: 1.49 -5.03 0.17  -0.035
C: 1.11 -4.99 1.49  -0.020
C: 0.65 -3.78 2.06  -0.142
C: 0.29 -3.65 3.41  0.033
C: -0.13 -2.43 3.89  -0.020
C: -0.20 -1.35 3.01  -0.093
N: 0.13 -1.45 1.74  0.053
C: 0.56 -2.62 1.24  -0.173
C: 1.41 -0.09 -3.34  -0.292
C: 1.54 -0.26 -4.71  -0.040
C: 1.69 0.86 -5.52  -0.032
C: 1.73 2.12 -4.95  -0.045
C: 1.60 2.27 -3.58  -0.102
C: 1.43 1.16 -2.76  -0.221
H: 1.74 -3.97 -1.66  0.095
H: 1.85 -5.95 -0.26  0.122
H: 1.16 -5.87 2.11  0.119
H: 0.35 -4.51 4.06  0.133
H: -0.41 -2.30 4.93  0.119
H: -0.53 -0.38 3.35  0.120
H: 1.53 -1.25 -5.12  0.123
H: 1.78 0.73 -6.58  0.120
H: 1.87 2.98 -5.58  0.118
H: 1.65 3.26 -3.15  0.104
H: 1.31 1.26 -1.69  0.027
S: -1.57 1.58 -2.54  0.824
C: -2.02 2.98 -1.70  -0.784
N: -1.02 3.84 -1.31  0.108
C: -1.31 4.97 -0.61  -0.024
C: -2.62 5.24 -0.31  -0.018
C: -3.59 4.32 -0.73  -0.067
N: -3.28 3.22 -1.42  0.103
H: -0.07 3.61 -1.56  0.133
H: -0.49 5.61 -0.34  0.143
H: -2.89 6.13 0.24  0.124
H: -4.64 4.46 -0.54  0.133
C: 4.25 1.65 1.64  -0.149
P: 3.45 0.56 0.43  0.648
C: 4.23 0.85 -1.19  -0.136
C: 3.82 -1.17 0.88  -0.130
O: 1.97 0.90 0.42  -0.508
H: 5.32 1.47 1.69  0.064
H: 3.80 1.48 2.61  0.060
H: 4.08 2.68 1.34  0.058
H: 5.31 0.87 -1.09  0.071
H: 3.89 1.80 -1.60  0.055
H: 3.96 0.05 -1.88  0.038
H: 4.85 -1.23 1.22  0.067
H: 3.70 -1.80 -0.01  0.044
H: 3.16 -1.51 1.67  0.055

Properties
molar mass	1024.25	g mol⁻¹
charge	+2
LUMO	-0.253	Eh
multiplicity	1
ΔE to the lowest compared entry with this formula, charge and spin	83.22	kcal/mol
HOMO level	-12.20	eV
strongest force on any atom	2.87	eV/Å

***

(4)
The following is a quantum chemistry calculation of a structure of composition C42H36N2O3S2V, from OMol25.

Last column: Löwdin spin population.
Element x y z (Å)
V: 0.02 -0.44 -0.38  1.896
C: 0.94 3.40 -2.13  0.000
C: 0.10 2.19 -1.88  0.008
O: 0.58 1.22 -1.22  0.027
N: -1.13 2.14 -2.36  0.005
C: -2.00 0.97 -2.27  0.002
C: -2.64 0.80 -0.91  0.007
C: -3.90 1.27 -0.63  -0.001
C: -4.44 1.09 0.64  0.007
C: -3.68 0.44 1.60  -0.001
C: -2.42 -0.01 1.26  0.006
N: -1.90 0.17 0.03  -0.005
H: 1.84 3.34 -1.53  0.000
H: 0.39 4.31 -1.88  0.000
H: 1.21 3.44 -3.18  0.000
H: -1.46 2.95 -2.88  0.000
H: -1.42 0.08 -2.54  0.001
H: -2.77 1.08 -3.03  0.000
H: -4.47 1.77 -1.41  0.000
H: -5.43 1.46 0.87  0.000
H: -4.06 0.28 2.60  0.000
H: -1.79 -0.51 1.98  0.000
C: 7.52 0.70 1.92  0.000
C: 6.09 0.30 1.75  0.000
C: 5.34 -0.17 2.83  0.000
C: 4.02 -0.54 2.68  0.001
C: 3.45 -0.43 1.41  0.007
C: 4.17 0.03 0.31  0.001
C: 5.49 0.39 0.49  0.000
S: 1.84 -0.98 1.11  0.016
O: 0.69 0.05 1.43  0.015
C: 1.48 -2.33 2.19  -0.002
C: 0.84 -2.07 3.42  0.000
C: 0.49 -3.14 4.19  0.000
C: 0.72 -4.47 3.74  0.000
C: 0.34 -5.58 4.53  0.000
C: 0.57 -6.85 4.10  0.000
C: 1.18 -7.08 2.85  0.000
C: 1.57 -6.03 2.06  0.000
C: 1.35 -4.70 2.49  0.000
C: 1.74 -3.58 1.71  -0.001
C: 2.46 -3.75 0.41  -0.001
C: 3.85 -4.03 0.41  0.000
C: 4.59 -4.16 1.62  0.000
C: 5.93 -4.43 1.58  0.000
C: 6.60 -4.57 0.34  0.000
C: 5.91 -4.43 -0.83  0.000
C: 4.53 -4.15 -0.83  0.000
C: 3.81 -3.99 -2.04  0.000
C: 2.48 -3.70 -2.04  0.000
C: 1.80 -3.60 -0.80  -0.001
S: 0.11 -3.09 -0.76  0.002
O: 0.13 -1.80 -1.70  0.010
C: -0.87 -4.32 -1.51  0.000
C: -1.78 -4.94 -0.67  0.000
C: -2.56 -5.98 -1.17  0.000
C: -2.44 -6.38 -2.50  0.000
C: -3.27 -7.49 -3.05  0.000
C: -1.53 -5.71 -3.33  0.000
C: -0.74 -4.69 -2.85  0.000
H: 7.90 0.44 2.91  0.000
H: 7.62 1.78 1.79  0.000
H: 8.15 0.22 1.17  0.000
H: 5.81 -0.24 3.81  0.000
H: 3.46 -0.91 3.53  0.000
H: 3.70 0.08 -0.67  0.000
H: 6.07 0.73 -0.36  0.000
H: 0.65 -1.06 3.75  0.000
H: 0.02 -2.99 5.15  0.000
H: -0.13 -5.40 5.49  0.000
H: 0.28 -7.70 4.71  0.000
H: 1.36 -8.09 2.51  0.000
H: 2.06 -6.22 1.11  0.000
H: 4.08 -4.07 2.57  0.000
H: 6.48 -4.54 2.50  0.000
H: 7.65 -4.79 0.33  0.000
H: 6.42 -4.54 -1.78  0.000
H: 4.34 -4.08 -2.98  0.000
H: 1.95 -3.54 -2.97  0.000
H: -1.88 -4.64 0.37  0.000
H: -3.26 -6.48 -0.52  0.000
H: -3.92 -7.93 -2.29  0.000
H: -2.63 -8.28 -3.45  0.000
H: -3.89 -7.13 -3.87  0.000
H: -1.44 -6.01 -4.36  0.000
H: -0.05 -4.19 -3.52  0.000

Properties
molar mass	731.84	g mol⁻¹
charge	+3
LUMO (spin up / spin down)	-0.334 / -0.309	Eh
multiplicity	3
ΔE to the lowest compared entry with this formula, charge and spin	0.00	kcal/mol
HOMO level (spin up / spin down)	-15.47 / -15.47	eV
strongest force on any atom	1.55	eV/Å